Record 1
# C3H7N3O

One molecule with the formula C3H7N3O (ωB97M-V/def2-TZVPD, OMol25).

Last column: natural (NBO) charge in e.
Geometry (Å):
C  -1.66  0.66  -0.01  -0.617
N  1.01  0.20  -1.22  -0.055
C  0.61  -0.56  -0.14  0.298
C  -0.28  0.39  0.64  -0.165
O  1.93  -0.37  -2.01  -0.464
N  0.99  -1.70  0.31  -0.580
N  -0.21  0.25  1.99  -0.395
H  2.41  -1.07  -1.52  0.446
H  0.43  1.32  0.31  0.257
H  1.69  -2.15  -0.28  0.309
H  -0.93  0.85  2.41  0.305
H  -2.13  1.52  0.47  0.211
H  -1.57  0.87  -1.08  0.231
H  -2.30  -0.21  0.12  0.218

M in g mol⁻¹: 101.1
Gap between HOMO and LUMO (spin up / spin down) in Eh: 0.2966 / 0.3388
DFT total energy in a.u.: -357.82511

---

Record 2
# C3H7N3O

A 2-piece molecular cluster, C3H7N3O overall (ωB97M-V/def2-TZVPD, OMol25).

Last column: natural (NBO) charge in e.
Geometry (Å):
C  -0.59  0.42  1.52  -0.444
N  1.42  -0.16  -1.14  -0.257
C  2.56  -0.24  -1.51  0.578
C  -2.60  -0.19  0.50  -0.024
O  0.26  0.16  -1.82  -0.552
N  -1.40  0.12  0.38  -0.429
N  3.77  -0.18  -1.52  -0.710
H  -0.43  0.16  -1.12  0.504
H  4.37  -0.95  -1.73  0.387
H  -0.20  1.43  1.40  0.218
H  0.27  -0.26  1.51  0.228
H  -1.13  0.34  2.47  0.174
H  -3.13  -0.25  1.46  0.148
H  -3.17  -0.40  -0.39  0.178

M in g mol⁻¹: 101.1
Gap between HOMO and LUMO in Eh: 0.3586
DFT total energy in a.u.: -357.89419
Structure (SMILES): N=C=NO.C=NC

---

Record 3
# C3H7N3O

One molecule with the formula C3H7N3O (ωB97M-V/def2-TZVPD, OMol25).

Last column: natural (NBO) charge in e.
Geometry (Å):
C  1.59  1.09  -0.47  -0.423
N  1.33  -0.31  -0.43  -0.477
C  0.23  -0.81  -0.04  0.348
N  0.13  -2.16  0.19  -0.803
C  -1.20  -0.22  0.29  0.605
O  -1.96  -0.99  0.86  -0.623
N  -1.67  1.02  0.00  -0.807
H  2.46  1.29  0.16  0.206
H  0.76  1.72  -0.11  0.149
H  1.87  1.41  -1.48  0.201
H  -0.73  -2.38  0.68  0.417
H  0.99  -2.62  0.46  0.394
H  -1.20  1.78  -0.47  0.404
H  -2.60  1.19  0.37  0.410

M in g mol⁻¹: 101.1
Gap between HOMO and LUMO in Eh: 0.3596
DFT total energy in a.u.: -358.02100
Structure (SMILES): C/N=C(/N)C(N)=O

---

Record 4
# C3H7N3O

C3H7N3O as an isolated structure (ωB97M-V/def2-TZVPD, OMol25).

Last column: natural (NBO) charge in e.
Geometry (Å):
C  1.39  0.95  -0.69  -0.183
N  0.66  -0.07  -1.20  -0.541
C  0.21  -0.57  0.00  0.204
N  0.35  -1.89  0.30  -0.781
C  -1.10  -0.03  0.57  0.643
O  -1.59  -0.55  1.55  -0.620
N  -1.66  0.99  -0.12  -0.819
H  2.31  0.75  -0.14  0.186
H  0.83  0.60  0.67  0.099
H  1.44  1.90  -1.24  0.180
H  -0.15  -2.21  1.12  0.415
H  1.22  -2.34  0.08  0.396
H  -1.35  1.17  -1.07  0.415
H  -2.58  1.30  0.16  0.406

M in g mol⁻¹: 101.1
Gap between HOMO and LUMO (spin up / spin down) in Eh: 0.3347 / 0.3347
DFT total energy in a.u.: -357.91500

---

Record 5
# C3H7N3O

C3H7N3O as an isolated structure (ωB97M-V/def2-TZVPD, OMol25).

Last column: natural (NBO) charge in e.
Geometry (Å):
C  1.08  0.76  -1.07  -0.075
C  -0.63  -0.29  0.29  0.483
C  0.97  -0.38  -0.19  0.172
N  -0.75  -0.16  1.67  -0.845
O  -0.49  1.40  -0.53  -0.752
N  -1.44  -1.10  -0.32  -0.830
N  1.83  -1.13  0.37  -0.582
H  -1.25  1.34  -1.13  0.496
H  -0.43  0.73  2.04  0.383
H  -1.67  -0.43  2.00  0.392
H  -1.25  -1.16  -1.32  0.327
H  1.36  -1.71  1.08  0.365
H  0.89  0.59  -2.12  0.227
H  1.77  1.55  -0.78  0.240

M in g mol⁻¹: 101.1
Gap between HOMO and LUMO in Eh: 0.3204
DFT total energy in a.u.: -357.88998

---

Record 6
# C3H7N3O

One molecule with the formula C3H7N3O (ωB97M-V/def2-TZVPD, OMol25).

Last column: natural (NBO) charge in e.
Geometry (Å):
C  -1.67  -0.08  1.94  -0.418
N  -0.74  -0.52  0.92  -0.625
C  -0.39  0.28  -0.12  0.789
O  -0.95  1.34  -0.39  -0.648
N  0.69  -0.20  -0.87  -0.650
C  1.30  0.59  -1.84  0.281
N  2.45  0.28  -2.26  -0.689
H  -1.89  0.97  1.74  0.242
H  -1.22  -0.17  2.93  0.196
H  -2.61  -0.64  1.92  0.195
H  -0.27  -1.41  1.04  0.389
H  1.26  -0.95  -0.51  0.401
H  0.68  1.43  -2.14  0.190
H  2.75  0.95  -2.96  0.346

M in g mol⁻¹: 101.1
Gap between HOMO and LUMO in Eh: 0.3829
DFT total energy in a.u.: -358.04512
Structure (SMILES): [H]/N=C/NC(=O)NC

---

Record 7
# C3H7N3O

C3H7N3O as an isolated structure (ωB97M-V/def2-TZVPD, OMol25).

Last column: natural (NBO) charge in e.
Geometry (Å):
C  0.34  -0.97  -0.85  0.189
C  0.82  1.47  -0.65  -0.028
C  0.31  2.65  -0.12  -0.452
H  -2.12  -2.82  0.66  0.387
H  -0.65  -2.48  1.47  0.362
H  1.07  -1.29  -1.62  0.219
H  -0.62  -0.53  1.03  0.483
H  2.01  1.07  -1.22  0.204
H  -0.57  2.90  0.49  0.236
H  0.72  3.59  -0.40  0.211
N  -1.26  -1.98  0.80  -0.734
N  -0.58  -2.04  -0.52  -0.361
N  0.70  0.10  -0.01  -0.154
O  -0.16  0.34  0.93  -0.563

M in g mol⁻¹: 101.1
Gap between HOMO and LUMO in Eh: 0.3317
DFT total energy in a.u.: -357.73588

---

Record 8
# C3H7N3O

One molecule with the formula C3H7N3O (ωB97M-V/def2-TZVPD, OMol25).

Last column: natural (NBO) charge in e.
Geometry (Å):
C  -1.98  -0.56  -0.15  -0.404
N  -0.55  -0.52  0.07  -0.691
C  0.36  -0.64  -1.01  0.787
O  0.23  -1.35  -1.98  -0.603
N  1.41  0.21  -0.79  -0.673
C  1.22  1.20  0.21  0.284
N  1.97  1.30  1.22  -0.625
H  -2.24  0.16  -0.93  0.202
H  -2.46  -0.23  0.78  0.202
H  -2.39  -1.54  -0.43  0.195
H  -0.21  -0.88  0.95  0.402
H  2.24  0.14  -1.37  0.424
H  0.34  1.82  0.02  0.160
H  1.61  2.06  1.80  0.340

M in g mol⁻¹: 101.1
Gap between HOMO and LUMO in Eh: 0.3803
DFT total energy in a.u.: -358.01354
Structure (SMILES): [H]/N=C/NC(=O)NC

---

Record 9
# C3H7N3O

One molecule with the formula C3H7N3O (ωB97M-V/def2-TZVPD, OMol25).

Last column: natural (NBO) charge in e.
Geometry (Å):
C  -2.63  -0.54  0.05  -0.407
C  -0.31  0.26  0.01  0.323
C  1.89  0.83  0.11  0.189
H  -3.28  -0.76  -0.81  0.200
H  -2.09  -1.48  0.27  0.208
H  -3.31  -0.28  0.87  0.196
H  -1.85  1.41  -0.41  0.402
H  -0.03  -0.75  0.32  0.162
H  2.53  1.59  0.56  0.172
H  3.99  -1.23  -0.32  0.472
N  -1.62  0.45  -0.25  -0.586
N  0.58  1.16  -0.13  -0.550
N  2.39  -0.28  -0.29  -0.207
O  3.74  -0.36  0.01  -0.574

M in g mol⁻¹: 101.1
Gap between HOMO and LUMO in Eh: 0.3430
DFT total energy in a.u.: -357.94899
Structure (SMILES): CN/C=N/C=N/O

---

Record 10
# C3H7N3O

One molecule with the formula C3H7N3O (ωB97M-V/def2-TZVPD, OMol25).

Last column: natural (NBO) charge in e.
Geometry (Å):
C  2.65  0.23  0.33  -0.418
N  1.23  0.16  0.57  -0.635
C  0.33  0.09  -0.46  0.794
O  0.66  0.12  -1.63  -0.600
N  -1.02  0.03  -0.04  -0.686
C  -1.97  -0.37  -0.93  0.228
N  -3.21  -0.39  -0.44  -0.805
H  2.79  0.47  -0.72  0.244
H  3.16  -0.72  0.54  0.191
H  3.11  1.01  0.95  0.195
H  0.91  0.01  1.52  0.382
H  -1.17  0.02  0.98  0.356
H  -3.94  -0.72  -1.07  0.397
H  -3.55  0.06  0.40  0.356

M in g mol⁻¹: 101.1
Gap between HOMO and LUMO in Eh: 0.3365
DFT total energy in a.u.: -357.99451

---

Record 11
# C3H7N3O

One molecule with the formula C3H7N3O (ωB97M-V/def2-TZVPD, OMol25).

Last column: natural (NBO) charge in e.
Geometry (Å):
C  -2.00  -0.81  0.42  -0.044
C  -1.33  -1.43  -0.83  -0.132
C  1.80  1.71  0.36  -0.417
N  -1.46  0.12  1.01  -0.338
N  0.22  0.16  -0.43  0.113
N  1.38  0.35  0.15  -0.398
O  0.03  -1.17  -0.69  -0.359
H  -2.95  -1.27  0.69  0.177
H  -1.45  -2.51  -0.91  0.205
H  -1.75  -0.93  -1.71  0.192
H  2.69  1.71  0.98  0.212
H  2.03  2.18  -0.59  0.203
H  1.01  2.28  0.85  0.214
H  1.79  -0.40  0.69  0.373

M in g mol⁻¹: 101.1
Gap between HOMO and LUMO (spin up / spin down) in Eh: 0.3297 / 0.2883
DFT total energy in a.u.: -357.83523

---

Record 12
# C3H7N3O

One molecule with the formula C3H7N3O (ωB97M-V/def2-TZVPD, OMol25).

Last column: natural (NBO) charge in e.
Geometry (Å):
C  -0.20  -1.53  -1.24  -0.031
N  -0.63  -0.34  -1.08  -0.424
C  -0.45  -0.08  0.33  0.003
N  -1.58  0.36  1.06  -0.838
C  0.68  0.93  0.55  0.673
O  0.85  1.38  1.67  -0.623
N  1.50  1.14  -0.50  -0.823
H  -0.36  -2.32  -0.49  0.157
H  0.20  -1.01  0.59  0.139
H  0.32  -1.83  -2.13  0.172
H  -1.33  0.76  1.96  0.403
H  -2.39  -0.24  1.06  0.376
H  1.15  0.98  -1.43  0.415
H  2.24  1.80  -0.36  0.402

M in g mol⁻¹: 101.1
Gap between HOMO and LUMO in Eh: 0.3577
DFT total energy in a.u.: -357.97366
Structure (SMILES): C=N[C@H](N)C(N)=O

---

ΔE to the lowest compared entry with this formula, charge and spin for the records above, in order: 6.116, 4.236, 0.786, 3.670, 4.351, 0.129, 8.544, 0.989, 2.745, 1.506, 5.841, 2.074 eV